Molecular formula: C4H9FN
Method: DFT, wB97M-V/def2-TZVPD

As for the LUMO energy: -3.99 eV. Its energy above the lowest of the compared OMol25 structures with the same formula, charge and spin is 69.3 kcal per mole.

```
! RIJCOSX wB97M-V def2-TZVPD def2/J DEFGRID3
* xyz 1 1
C -1.92 -0.18 -0.54
C -1.61 -0.31 0.93
C -0.49 -0.19 -0.08
C 0.88 0.54 -0.12
N 1.78 -0.43 0.51
F 0.23 -1.78 -0.57
H -2.18 -1.09 -0.86
H -2.22 0.69 -1.08
H -1.71 0.48 1.65
H -1.94 -1.33 1.39
H 0.81 1.46 0.52
H 1.13 0.66 -1.22
H 2.71 -0.09 0.63
H 1.81 -1.35 -0.10
H 1.52 -0.78 1.39
*
```

Löwdin population analysis, charges in e, atoms 1 to 5:
1 C -0.0208
2 C -0.0432
3 C -0.1283
4 C -0.0633
5 N 0.1485